# 1
Molecular formula: C42H71N4NaO4PSSe
Method: DFT, ωB97M-V with the def2-TZVPD basis set

Last column: Mulliken charge in e.
Cartesian coordinates (Å):
Na: 13.724 -16.719 -4.910  0.2419
C: 21.017 -13.835 -8.919  -2.2718
C: 20.046 -13.221 -7.883  2.2945
C: 19.335 -12.011 -8.508  -1.7973
C: 20.842 -12.777 -6.654  -1.6402
C: 18.992 -14.248 -7.438  -1.2851
C: 18.032 -13.947 -6.479  -0.3054
C: 16.990 -14.787 -6.121  -0.0124
Se: 15.779 -14.143 -4.767  0.3014
C: 16.875 -14.962 -3.404  0.2754
C: 17.896 -14.158 -2.915  0.0995
C: 18.741 -14.530 -1.889  -0.5807
C: 18.479 -15.773 -1.318  -0.6361
C: 17.552 -16.693 -1.763  0.2182
C: 16.711 -16.336 -2.944  0.1331
O: 15.922 -17.118 -3.578  0.8401
C: 17.526 -18.026 -0.947  2.0542
C: 18.894 -18.743 -1.109  -1.8520
C: 16.470 -18.988 -1.475  -1.6648
C: 17.213 -17.788 0.555  -1.8741
C: 19.882 -13.636 -1.366  1.9617
C: 19.580 -13.307 0.124  -1.8011
C: 21.233 -14.379 -1.487  -1.6360
C: 19.997 -12.308 -2.144  -1.9930
C: 16.845 -16.047 -6.776  0.3980
O: 15.740 -16.719 -6.697  -0.1093
C: 17.982 -16.496 -7.606  -0.6371
C: 18.955 -15.578 -7.951  -0.0235
C: 18.068 -17.945 -8.209  2.8199
C: 18.047 -18.956 -7.066  -1.4355
C: 16.851 -18.233 -9.099  -1.3631
C: 19.339 -18.186 -9.065  -2.4998
H: 21.772 -13.076 -9.136  0.4865
H: 21.541 -14.708 -8.533  0.3939
H: 20.537 -14.065 -9.871  0.3895
H: 20.094 -11.333 -8.890  0.4912
H: 18.686 -12.327 -9.319  0.3514
H: 18.727 -11.497 -7.768  0.3163
H: 21.623 -12.070 -6.994  0.4624
H: 20.230 -12.247 -5.918  0.3057
H: 21.334 -13.635 -6.171  0.3274
H: 18.055 -12.942 -6.042  0.2023
H: 18.026 -13.153 -3.345  -0.0626
H: 19.093 -16.114 -0.494  0.0577
H: 19.146 -18.809 -2.174  0.3400
H: 19.725 -18.264 -0.612  0.3282
H: 18.813 -19.778 -0.768  0.5080
H: 16.671 -19.252 -2.506  0.2173
H: 16.495 -19.931 -0.904  0.5386
H: 15.462 -18.589 -1.417  0.0722
H: 18.075 -17.429 1.123  0.3525
H: 16.395 -17.090 0.677  0.2620
H: 16.907 -18.733 0.982  0.5616
H: 19.694 -14.153 0.785  0.3266
H: 20.259 -12.530 0.465  0.5027
H: 18.575 -12.871 0.209  0.3048
H: 21.294 -15.254 -0.831  0.2964
H: 21.416 -14.687 -2.512  0.3013
H: 22.055 -13.714 -1.190  0.4758
H: 19.042 -11.744 -2.128  0.3224
H: 20.802 -11.735 -1.671  0.5278
H: 20.268 -12.470 -3.182  0.2497
H: 19.749 -15.874 -8.628  0.4721
H: 17.131 -18.957 -6.483  0.0057
H: 18.142 -19.959 -7.511  0.5366
H: 18.888 -18.806 -6.386  0.3697
H: 15.914 -18.028 -8.568  -0.2336
H: 16.864 -17.579 -9.989  0.3231
H: 16.845 -19.270 -9.428  0.5142
H: 20.286 -18.037 -8.509  0.3967
H: 19.330 -19.222 -9.398  0.4876
H: 19.363 -17.593 -9.988  0.4031
N: 12.739 -17.468 -2.658  -0.0856
C: 12.516 -16.618 -1.495  -0.1091
C: 13.703 -15.739 -1.087  0.2035
N: 13.918 -14.527 -1.878  -0.2463
H: 11.872 -17.592 -3.154  0.1580
H: 13.077 -18.398 -2.440  0.1217
H: 12.180 -17.171 -0.606  0.4008
H: 11.690 -15.925 -1.751  -0.4546
H: 14.621 -16.332 -1.091  -0.5364
H: 13.512 -15.504 -0.015  0.4338
H: 14.482 -13.849 -1.391  0.1995
H: 13.044 -14.045 -2.058  -0.0908
O: 14.775 -19.053 -5.227  -0.7708
H: 15.117 -18.883 -4.309  0.0927
H: 15.502 -18.624 -5.723  -0.1244
O: 13.626 -15.637 -7.946  -0.5864
H: 13.917 -15.137 -8.736  0.2451
H: 14.461 -16.002 -7.523  0.1709
C: 12.359 -12.366 -4.537  -1.5537
P: 12.027 -14.145 -4.741  1.7125
C: 11.145 -14.111 -6.348  -1.3294
C: 10.623 -14.347 -3.628  0.2216
C: 9.732 -15.420 -3.862  -0.6550
C: 8.724 -15.687 -2.936  -0.6674
C: 8.568 -14.885 -1.807  -0.5677
C: 9.434 -13.805 -1.586  -0.7144
C: 10.474 -13.545 -2.496  -0.2332
H: 12.835 -12.215 -3.566  0.3836
H: 11.410 -11.788 -4.615  0.3931
H: 13.083 -12.058 -5.274  0.4706
H: 10.121 -13.715 -6.243  0.3951
H: 11.142 -15.119 -6.763  0.2174
H: 11.714 -13.485 -7.027  0.4364
H: 9.840 -16.044 -4.732  0.3699
H: 8.007 -16.492 -3.134  0.3984
H: 7.766 -15.097 -1.112  0.3792
H: 9.305 -13.137 -0.725  0.3578
H: 11.159 -12.711 -2.339  0.2123
S: 11.288 -17.912 -6.026  -0.5646
C: 11.985 -18.849 -7.218  0.1547
N: 12.575 -18.285 -8.295  0.0983
C: 13.106 -19.074 -9.381  -0.7314
C: 13.704 -20.344 -8.821  -0.2932
C: 12.683 -21.110 -7.963  -0.7599
N: 11.956 -20.180 -7.123  -0.1215
H: 12.577 -17.264 -8.304  0.1275
H: 13.902 -18.491 -9.836  0.4079
H: 12.349 -19.280 -10.176  0.3468
H: 14.575 -20.075 -8.215  -0.0428
H: 14.062 -21.008 -9.611  0.4820
H: 13.196 -21.840 -7.336  0.3858
H: 11.981 -21.669 -8.607  0.3351
H: 11.632 -20.455 -6.194  0.2211

Properties
Energy above the lowest of the compared OMol25 structures with the same formula, charge and spin = 0.000 eV
Charge = -1
Highest occupied orbital energy = -3.38 eV
Energy = -5466.4232 Eh
LUMO = 1.8 eV

# 2
Molecular formula: C42H74N2O8
Method: DFT, ωB97M-V with the def2-TZVPD basis set

Last column: Mulliken charge in e.
Cartesian coordinates (Å):
C: 4.803 2.041 1.385  -1.3910
C: 3.678 1.676 0.416  -0.4035
C: 2.470 1.042 1.160  1.5781
C: 2.378 -0.437 0.786  -2.2540
C: 1.157 1.770 0.952  -0.2336
C: 0.034 1.110 0.538  -0.2729
C: -1.212 1.752 0.321  -0.3236
C: -2.378 0.916 -0.125  -0.9019
C: -2.843 -0.032 0.993  -0.5564
O: -4.121 0.387 1.486  -0.5813
C: -1.299 3.098 0.523  -0.3582
C: -0.182 3.838 0.964  0.3825
N: -0.323 5.182 1.157  -0.6814
C: 0.751 5.790 1.577  -0.3910
C: 1.971 5.139 1.826  -0.5785
N: 2.122 3.856 1.655  -0.1561
C: 1.041 3.172 1.191  0.2874
H: 4.452 2.794 2.084  0.2961
H: 5.699 2.378 0.873  0.4067
H: 5.036 1.157 1.981  0.3418
H: 4.085 0.917 -0.251  0.4174
H: 3.381 2.542 -0.166  0.1167
H: 2.682 1.072 2.231  0.3183
H: 1.601 -0.911 1.382  0.2335
H: 2.157 -0.542 -0.271  0.4952
H: 3.327 -0.907 1.031  0.5379
H: 0.055 0.048 0.349  0.4176
H: -3.211 1.558 -0.388  0.5415
H: -2.060 0.320 -0.975  0.0576
H: -2.894 -1.059 0.633  0.1758
H: -2.117 -0.018 1.805  0.8282
H: -4.040 0.448 2.440  0.3107
H: -2.234 3.617 0.363  0.5005
H: 0.696 6.859 1.745  0.4402
H: 2.820 5.723 2.157  0.4389
C: 1.535 6.511 -2.101  -0.4243
C: 1.829 7.008 -3.515  -0.4686
C: 3.350 6.927 -3.558  -0.2897
O: 3.722 5.840 -2.708  -0.4499
C: 2.591 5.430 -1.934  0.0720
H: 0.526 6.126 -1.967  0.3357
H: 1.697 7.312 -1.375  0.2655
H: 1.396 6.326 -4.250  0.1594
H: 1.454 8.010 -3.718  0.4244
H: 3.809 7.845 -3.176  0.3271
H: 3.733 6.742 -4.560  0.0174
H: 2.236 4.467 -2.321  0.0274
H: 2.897 5.291 -0.896  0.0139
C: 1.027 -3.495 5.471  -0.2241
C: 2.433 -3.102 5.026  -0.7295
C: 2.144 -2.300 3.764  -0.2153
O: 0.870 -1.680 3.961  -0.3262
C: 0.234 -2.247 5.110  -0.3374
H: 0.957 -3.753 6.524  0.2774
H: 0.675 -4.350 4.893  0.1035
H: 2.901 -2.464 5.779  0.2858
H: 3.089 -3.952 4.844  0.3652
H: 2.080 -2.952 2.886  0.2751
H: 2.889 -1.528 3.567  0.1542
H: 0.257 -1.511 5.921  0.2851
H: -0.808 -2.462 4.869  0.0705
C: 1.017 -8.829 6.844  -0.5687
C: -0.037 -8.273 7.798  -0.5729
C: 0.349 -6.801 7.859  -0.4538
O: 0.915 -6.481 6.585  -0.2665
C: 1.167 -7.683 5.853  -0.5041
H: 0.728 -9.763 6.366  0.3284
H: 1.957 -8.993 7.376  0.2683
H: -1.033 -8.385 7.364  0.2755
H: -0.037 -8.748 8.778  0.3352
H: 1.102 -6.620 8.633  0.2902
H: -0.502 -6.145 8.044  0.2756
H: 0.432 -7.760 5.044  0.3006
H: 2.162 -7.628 5.411  0.2956
C: 3.516 4.584 -9.088  -0.5473
C: 4.124 4.077 -7.782  -0.5702
C: 3.357 4.892 -6.751  -0.1723
O: 2.062 5.131 -7.308  -0.3902
C: 2.059 4.779 -8.693  -0.4562
H: 3.638 3.898 -9.925  0.3538
H: 3.965 5.541 -9.363  0.2660
H: 3.911 3.013 -7.658  0.2720
H: 5.201 4.218 -7.714  0.3494
H: 3.841 5.857 -6.571  0.0560
H: 3.246 4.377 -5.795  0.2847
H: 1.487 3.853 -8.818  0.2643
H: 1.565 5.569 -9.259  0.2658
C: -6.349 -0.835 -2.643  -0.6716
C: -5.663 -1.962 -3.412  -0.5771
C: -4.193 -1.648 -3.168  -0.4595
O: -4.122 -1.031 -1.881  -0.2994
C: -5.437 -0.686 -1.433  0.0196
H: -7.379 -1.056 -2.367  0.3742
H: -6.343 0.082 -3.236  0.2889
H: -5.921 -2.927 -2.972  0.2644
H: -5.917 -1.991 -4.470  0.3502
H: -3.808 -0.945 -3.916  0.2775
H: -3.561 -2.537 -3.173  0.2602
H: -5.724 -1.373 -0.630  -0.0728
H: -5.421 0.325 -1.028  0.2386
C: -5.262 -2.941 2.281  0.3272
C: -6.725 -3.183 2.642  -0.6766
C: -6.595 -3.970 3.939  -0.4933
O: -5.398 -3.510 4.570  -0.4351
C: -4.641 -2.720 3.651  -0.2961
H: -5.108 -2.097 1.610  -0.3751
H: -4.838 -3.834 1.814  0.2643
H: -7.227 -2.230 2.826  0.2935
H: -7.284 -3.720 1.877  0.4021
H: -6.498 -5.044 3.744  0.2559
H: -7.435 -3.818 4.618  0.2917
H: -4.713 -1.668 3.953  0.2277
H: -3.595 -3.022 3.698  0.1926
C: 1.661 -0.882 -5.213  -0.6109
C: 0.349 -1.119 -4.469  -0.4658
C: 0.842 -1.730 -3.164  -0.1977
O: 2.127 -1.157 -2.913  -0.3374
C: 2.586 -0.467 -4.077  -0.3643
H: 1.591 -0.129 -5.996  0.3501
H: 2.010 -1.813 -5.664  0.2758
H: -0.150 -0.167 -4.275  0.2110
H: -0.347 -1.767 -5.000  0.3759
H: 0.953 -2.816 -3.249  0.2854
H: 0.185 -1.514 -2.320  0.0500
H: 2.526 0.611 -3.891  0.1602
H: 3.629 -0.729 -4.258  0.2822

Properties
Energy above the lowest of the compared OMol25 structures with the same formula, charge and spin = 0.000 eV
Highest occupied orbital energy = -8.47 eV
Energy = -2356.0584 Eh
LUMO = 0.2 eV
SMILES = CC[C@H](C)c1cc(CCO)cc2nccnc12.C1CCOC1.C1CCOC1.C1CCOC1.C1CCOC1.C1CCOC1.C1CCOC1.C1CCOC1

Q: Number 1 is which compound?
A: C42H71N4NaO4PSSe